Entry 1:
C2H2N2O | ωB97M-V/def2-TZVPD

Last column: Mulliken charge in e.
CARTESIAN COORDINATES (ANGSTROEM)
O: 0.11 -0.79 0.08  0.027
C: 1.33 -0.39 0.00  -0.210
N: 0.21 2.09 -0.55  -0.050
N: -0.82 1.82 -0.27  0.011
C: -1.16 -0.70 -0.13  -0.162
H: 1.93 -1.32 -0.01  0.195
H: -1.61 -0.71 0.89  0.190

Summary:
Lowest unoccupied orbital energy (spin up / spin down) in eV: -0.04 / -0.04
Energy relative to the best compared isomer or geometry (same formula, charge and spin) in kJ/mol: 566.4
Strongest force on any atom in eV/Å: 1.7
Calculated total energy in hartree: -261.94821



Entry 2:
C5H8N2 | ωB97M-V/def2-TZVPD

Last column: Mulliken charge in e.
CARTESIAN COORDINATES (ANGSTROEM)
C: 2.64 0.70 -0.19  -1.151
C: 1.69 -0.32 0.54  -0.290
C: 0.23 -0.25 0.05  0.253
C: -0.59 0.88 -0.30  -0.333
N: -1.91 0.57 -0.40  -0.056
C: -1.97 -0.72 0.10  -0.141
N: -0.76 -1.21 0.25  -0.627
H: 3.24 1.41 0.39  0.296
H: 2.25 1.11 -1.09  0.384
H: 3.44 0.11 -0.52  0.331
H: 2.10 -1.35 0.56  0.342
H: 1.56 -0.01 1.56  0.230
H: -0.05 1.81 -0.60  0.301
H: -2.76 1.04 -0.66  0.183
H: -2.99 -1.35 0.20  0.279

Summary:
Lowest unoccupied orbital energy in eV: 0.97
Energy relative to the best compared isomer or geometry (same formula, charge and spin) in kJ/mol: 145.1
Strongest force on any atom in eV/Å: 4.8
SMILES: CCc1c[nH]cn1
Calculated total energy in hartree: -304.78022